Entry 1:
ORCA calculation (ωB97M-V/def2-TZVPD) on a cluster of 8 separate species, C2H20O8 in total.

```
30
Properties=species:S:1:pos:R:3:nbo_charge:R:1
C 0.579 0.627 1.439 -0.64
C 0.507 0.787 -0.056 -0.07
O -0.614 0.046 -0.554 -0.78
H -0.347 0.929 1.940 0.19
H 1.345 1.275 1.874 0.23
H 0.771 -0.406 1.701 0.22
H 1.425 0.411 -0.504 0.18
H 0.442 1.837 -0.357 0.17
H -1.414 0.475 -0.215 0.49
O 2.658 1.698 -2.860 -0.93
H 2.565 0.747 -2.756 0.47
H 1.874 1.968 -3.347 0.47
O 1.999 -2.868 1.540 -0.97
H 1.047 -2.783 1.690 0.50
H 2.284 -3.557 2.149 0.48
O 3.897 -0.912 2.313 -0.97
H 3.182 -1.513 2.037 0.49
H 4.260 -0.566 1.493 0.46
O -1.407 -2.475 -2.235 -0.95
H -0.836 -1.785 -1.873 0.49
H -1.462 -2.287 -3.175 0.46
O -2.915 3.876 -1.393 -0.96
H -2.705 2.985 -1.073 0.48
H -3.333 3.748 -2.248 0.46
O -0.876 -2.279 1.832 -0.97
H -0.891 -1.633 1.109 0.49
H -1.638 -2.060 2.375 0.48
O -3.085 1.314 -0.243 -0.96
H -3.808 1.647 0.301 0.50
H -3.505 0.752 -0.906 0.49
```

Output
* energy relative to the best compared isomer or geometry (same formula, charge and spin): 38.5 kJ/mol
* E_HOMO: -0.3909 Eh
* E: -690.10320 Ha
* molar mass: 172.2 g mol⁻¹
* SMILES string: CCO.O.O.O.O.O.O.O

Entry 2:
ORCA calculation (ωB97M-V/def2-TZVPD) on a structure of composition C31H62N6O23S5.

```
127
Properties=species:S:1:pos:R:3:mulliken_charge:R:1
C 4.538 -0.478 -0.427 0.18
O 4.264 -1.385 0.368 -0.65
N 5.025 0.681 -0.010 0.19
C 5.176 1.755 -0.977 -1.02
C 5.337 0.871 1.378 -0.74
H 4.424 -0.525 -1.532 0.32
H 4.538 2.642 -0.747 0.28
H 4.863 1.466 -1.949 0.30
H 6.242 1.988 -1.001 0.36
H 4.580 1.539 1.860 0.04
H 5.388 -0.175 1.713 0.30
H 6.248 1.386 1.438 0.39
C -0.077 0.868 2.022 -0.25
O -0.731 0.808 3.080 -0.76
N 0.057 -0.156 1.154 2.06
C 0.869 0.086 -0.057 -0.54
C -0.706 -1.400 1.240 -0.71
H 0.517 1.821 1.754 0.31
H 1.537 -0.675 -0.301 0.03
H 1.443 1.044 0.056 0.38
H 0.183 0.387 -0.857 -0.43
H -1.019 -1.528 2.282 0.37
H -1.523 -1.480 0.606 -0.24
H -0.035 -2.183 0.976 -0.09
C 1.338 2.046 -2.791 0.33
O 2.489 1.641 -2.734 -0.59
N 0.696 2.591 -3.831 0.38
C -0.707 2.989 -3.902 -0.86
C 1.464 2.958 -4.948 -1.09
H 0.773 2.149 -1.793 0.06
H -0.647 4.070 -3.884 0.40
H -1.223 2.549 -3.068 0.05
H -1.061 2.663 -4.899 0.36
H 1.678 4.034 -5.151 0.32
H 2.450 2.447 -5.003 0.28
H 0.885 2.650 -5.824 0.40
C -2.284 -7.172 -1.141 -0.65
C -3.306 -7.508 -0.060 -0.33
C -3.248 -6.576 1.123 -0.36
C -3.388 -5.182 0.813 0.31
N -3.546 -4.080 0.552 -0.43
H -2.494 -6.179 -1.767 0.03
H -2.282 -7.905 -1.966 0.43
H -1.219 -7.080 -0.776 0.05
H -3.119 -8.554 0.315 0.27
H -4.281 -7.389 -0.610 0.25
H -2.256 -6.700 1.710 0.09
H -3.860 -6.776 2.047 0.41
C -3.233 -2.870 -3.899 -0.94
C -3.847 -2.299 -2.642 -0.98
C -2.753 -1.922 -1.548 -0.43
C -1.933 -0.881 -2.108 0.70
N -1.421 0.003 -2.671 -0.50
H -2.703 -3.813 -3.783 0.18
H -2.486 -2.110 -4.225 0.23
H -4.000 -2.990 -4.726 0.38
H -4.454 -2.980 -2.096 0.52
H -4.603 -1.490 -2.730 0.32
H -2.252 -2.782 -1.220 0.46
H -3.385 -1.633 -0.672 0.17
C 2.283 -1.701 3.179 -0.22
C 2.160 -0.864 4.487 -0.86
C 3.182 0.347 4.766 -0.53
C 2.817 1.458 3.850 0.38
N 2.518 2.272 3.125 -0.57
H 2.144 -1.050 2.327 -0.42
H 1.471 -2.396 3.140 0.26
H 3.235 -2.134 2.985 0.58
H 2.353 -1.499 5.326 0.46
H 1.128 -0.586 4.454 0.27
H 4.242 0.085 4.600 0.32
H 3.125 0.656 5.803 0.40
C 1.818 -0.954 -4.038 -0.26
C 1.767 -1.737 -2.800 1.44
O 1.320 -3.063 -3.175 -0.10
S 1.431 -3.255 -4.764 1.03
O 0.172 -2.979 -5.346 -0.53
O 2.144 -4.462 -4.979 -0.59
O 2.398 -1.970 -4.957 -0.47
H 2.492 -0.130 -3.908 0.37
H 0.926 -0.510 -4.474 0.32
H 1.134 -1.338 -2.068 -1.03
H 2.787 -1.830 -2.365 -0.29
C -3.016 5.876 1.313 0.17
C -3.009 6.961 0.219 -0.46
O -1.734 6.794 -0.519 -0.39
S -0.754 5.678 0.124 0.99
O 0.472 6.341 0.437 -0.66
O -0.716 4.446 -0.583 -0.14
O -1.631 5.471 1.431 -0.31
H -3.523 4.951 0.904 -0.26
H -3.403 6.191 2.272 0.43
H -3.039 7.985 0.664 0.27
H -3.871 6.850 -0.359 0.40
C -2.413 2.271 0.679 2.43
C -3.359 1.357 1.389 -0.05
O -4.731 1.911 1.266 -0.52
S -4.756 2.368 -0.312 0.99
O -5.653 3.487 -0.441 -0.63
O -4.988 1.219 -1.138 -0.51
O -3.292 2.911 -0.349 -0.10
H -1.605 1.838 0.138 -1.27
H -1.884 3.093 1.294 -1.15
H -3.183 1.335 2.430 0.47
H -3.322 0.386 0.929 0.12
C -1.024 4.299 4.122 0.64
C 0.298 5.164 3.964 -0.02
O 0.086 6.212 4.939 -0.39
S -1.387 6.742 4.705 1.02
O -1.551 7.410 3.488 -0.47
O -1.876 7.307 5.916 -0.60
O -2.024 5.232 4.529 -0.39
H -0.808 3.554 4.862 0.46
H -1.352 3.845 3.216 -0.68
H 0.290 5.629 2.984 0.19
H 1.226 4.554 4.174 0.25
C 3.127 -5.649 -0.130 -0.42
C 2.940 -4.148 0.023 0.19
O 1.572 -3.962 0.426 -0.12
S 1.005 -5.340 0.988 0.90
O -0.370 -5.397 0.742 -0.26
O 1.524 -5.555 2.352 -0.67
O 1.836 -6.190 -0.037 -0.35
H 3.655 -5.975 0.819 0.30
H 3.633 -5.948 -1.041 0.34
H 3.074 -3.480 -0.854 -0.15
H 3.572 -3.659 0.700 0.14
```

Output
* E_HOMO: -0.3560 Eh
* E: -5268.18839 Ha
* molar mass: 1047.2 g mol⁻¹

Entry 3:
ORCA calculation (ωB97M-V/def2-TZVPD) on a cluster of 4 separate species, C8H24O4S4 in total.

```
40
Properties=species:S:1:pos:R:3:nbo_charge:R:1
C -1.027 0.270 -3.731 -0.81
S -1.366 -1.425 -3.915 1.28
O -0.771 -1.795 -5.244 -1.00
C -0.227 -2.094 -2.815 -0.89
H -0.170 0.388 -4.097 0.21
H -0.943 0.370 -2.654 0.22
H -1.758 0.953 -4.129 0.24
H -0.134 -3.197 -2.644 0.27
H -0.518 -1.669 -1.756 0.24
H 0.775 -1.622 -2.939 0.23
C 0.397 -4.849 3.812 -0.78
S 0.331 -3.156 3.204 1.26
O 1.286 -2.433 4.187 -1.00
C 1.243 -3.351 1.746 -0.87
H -0.011 -5.380 3.062 0.21
H -0.057 -5.020 4.637 0.22
H 1.327 -5.357 3.860 0.22
H 1.615 -2.377 1.468 0.28
H 0.621 -3.787 0.840 0.23
H 1.929 -4.247 1.769 0.23
C -1.473 3.704 -1.953 -0.82
S -2.361 3.563 -0.431 1.22
O -1.520 2.713 0.566 -0.97
C -2.348 5.251 0.057 -0.85
H -2.049 4.323 -2.561 0.23
H -1.475 2.799 -2.454 0.23
H -0.540 4.148 -1.917 0.23
H -2.668 5.296 1.072 0.26
H -2.924 5.836 -0.601 0.24
H -1.303 5.672 0.282 0.24
C 1.685 0.861 0.058 -0.89
S 0.549 0.718 1.404 1.29
O 0.022 -0.738 1.307 -1.00
C 1.760 0.751 2.664 -0.87
H 1.250 0.928 -1.003 0.24
H 2.422 -0.044 -0.061 0.24
H 2.432 1.773 0.110 0.24
H 1.261 0.598 3.746 0.28
H 2.402 1.777 2.524 0.24
H 2.336 -0.147 2.516 0.24
```

Output
* energy relative to the best compared isomer or geometry (same formula, charge and spin): 398.4 kJ/mol
* E_HOMO: -0.3121 Eh
* E: -2212.63050 Ha
* molar mass: 312.5 g mol⁻¹

Entry 4:
ORCA calculation (ωB97M-V/def2-TZVPD) on a cluster of 2 separate species, C6H11N in total.

```
18
Properties=species:S:1:pos:R:3:nbo_charge:R:1
C -0.507 1.169 -0.832 -0.42
C -0.325 0.103 -0.061 0.07
C 0.946 -0.676 0.109 -0.45
C 2.207 0.109 -0.209 -0.60
C -1.464 -0.402 0.798 -0.55
C -1.141 0.441 1.957 0.29
N -0.790 1.166 2.785 -0.33
H -1.497 1.612 -0.940 0.20
H 0.305 1.638 -1.371 0.21
H 1.006 -1.087 1.127 0.21
H 0.846 -1.548 -0.556 0.22
H 2.185 0.479 -1.238 0.20
H 3.092 -0.521 -0.094 0.22
H 2.301 0.969 0.463 0.22
H -1.412 -1.470 1.053 0.25
H -2.470 -0.175 0.425 0.26
H -1.835 -1.196 -1.584 -0.04
H -1.447 -0.610 -1.831 0.03
```

Output
* energy relative to the best compared isomer or geometry (same formula, charge and spin): 222.6 kJ/mol
* E_HOMO: -0.3525 Eh
* E: -289.88690 Ha
* molar mass: 97.2 g mol⁻¹
* SMILES string: C=C(CC)CC#N.[H][H]

Entry 5:
ORCA calculation (ωB97M-V/def2-TZVPD) on a cluster of 2 separate species, C4H7ClN2 in total.

```
14
Properties=species:S:1:pos:R:3:nbo_charge:R:1
H -0.979 1.857 -0.835 0.34
N -0.071 1.668 -1.253 -0.52
C 0.668 1.004 -0.459 0.16
C 1.926 0.569 -0.914 0.25
N 2.844 0.124 -1.432 -0.29
C 0.251 0.569 0.937 -0.45
C 0.529 -0.981 1.053 -0.60
H -0.779 0.845 1.139 0.22
H 0.921 1.164 1.677 0.23
H 0.587 -1.199 2.064 0.22
H 1.524 -1.098 0.582 0.22
H -0.266 -1.651 0.550 0.22
Cl 4.883 -1.000 0.896 -0.27
H 4.494 -0.555 -0.164 0.27
```

Output
* energy relative to the best compared isomer or geometry (same formula, charge and spin): 167.3 kJ/mol
* E_HOMO: -0.4030 Eh
* E: -726.27682 Ha
* molar mass: 118.6 g mol⁻¹
* SMILES string: [H]/N=C(/C#N)CC.Cl

Entry 6:
ORCA calculation (ωB97M-V/def2-TZVPD) on an isolated molecule of C4H3I.

```
8
Properties=species:S:1:pos:R:3:nbo_charge:R:1
C -1.550 0.512 0.563 0.00
C 0.530 -0.266 -0.618 -0.03
C -0.352 0.843 -0.290 -0.70
C 1.132 -1.292 -0.517 -0.22
I -1.497 -0.736 2.321 0.15
H -0.569 1.346 -1.249 0.26
H 0.414 1.623 0.292 0.29
H 1.892 -2.029 -0.502 0.24
```

Output
* energy relative to the best compared isomer or geometry (same formula, charge and spin): 347.3 kJ/mol
* E_HOMO (alpha / beta): -0.3172 / -0.3153 Eh
* E: -451.68220 Ha
* molar mass: 178.0 g mol⁻¹

Entry 7:
ORCA calculation (ωB97M-V/def2-TZVPD) on a cluster of 3 separate species, C18H43IN4OP in total.

```
68
Properties=species:S:1:pos:R:3:nbo_charge:R:1
N 0.907 2.285 1.481 -0.84
C -0.134 2.593 0.520 -0.21
C 0.198 3.632 -0.575 -0.45
C 1.548 3.343 -1.243 -0.22
C 1.440 1.985 -1.943 -0.26
N 0.740 2.371 -3.189 -0.41
C 0.991 3.586 -3.499 0.30
C 1.886 4.220 -2.493 -0.64
P 2.089 6.109 -2.651 1.00
O 3.709 6.201 -2.738 -0.97
I 1.707 6.953 -0.398 -0.10
H 1.750 1.884 1.097 0.35
H 1.135 3.058 2.091 0.37
H -0.988 2.967 1.086 0.22
H -0.458 1.654 0.064 0.18
H 0.161 4.633 -0.152 0.24
H -0.606 3.589 -1.320 0.20
H 2.347 3.365 -0.504 0.25
H 0.957 1.184 -1.391 0.26
H 2.425 1.617 -2.255 0.23
H 0.134 1.761 -3.726 0.45
H 0.594 4.038 -4.402 0.25
H 2.882 3.881 -2.836 0.28
H 4.223 5.610 -2.165 0.50
C -0.725 -1.780 -2.436 -0.62
C -0.119 -3.006 -1.766 -0.22
N 1.296 -3.175 -2.050 -0.45
C 1.816 -4.474 -1.645 -0.21
C 1.827 -4.803 -0.149 -0.64
C 2.131 -2.031 -1.749 -0.21
C 2.085 -1.477 -0.319 -0.64
H -0.527 -1.791 -3.510 0.21
H -1.804 -1.770 -2.282 0.23
H -0.328 -0.851 -2.014 0.17
H -0.627 -3.896 -2.143 0.21
H -0.343 -2.960 -0.689 0.17
H 2.830 -4.563 -2.042 0.20
H 1.222 -5.229 -2.166 0.20
H 2.605 -4.260 0.388 0.20
H 2.022 -5.867 -0.011 0.22
H 0.868 -4.583 0.323 0.20
H 1.844 -1.224 -2.434 0.16
H 3.159 -2.283 -2.019 0.21
H 1.058 -1.412 0.049 0.21
H 2.506 -0.465 -0.304 0.18
H 2.656 -2.066 0.395 0.22
C -4.804 -1.096 3.632 -0.62
C -3.440 -1.678 3.300 -0.21
N -2.875 -1.135 2.075 -0.45
C -1.726 -1.870 1.578 -0.20
C -0.437 -1.868 2.410 -0.64
C -2.766 0.311 2.017 -0.21
C -1.970 1.025 3.120 -0.65
H -5.487 -1.211 2.789 0.21
H -5.227 -1.618 4.490 0.22
H -4.750 -0.038 3.890 0.20
H -3.542 -2.756 3.150 0.20
H -2.777 -1.551 4.170 0.16
H -1.502 -1.488 0.575 0.17
H -2.046 -2.907 1.437 0.20
H 0.082 -0.909 2.363 0.20
H 0.247 -2.631 2.030 0.21
H -0.633 -2.098 3.458 0.22
H -3.774 0.734 1.994 0.20
H -2.330 0.549 1.041 0.18
H -2.256 0.695 4.119 0.21
H -2.177 2.097 3.075 0.20
H -0.897 0.892 3.000 0.22
```

Output
* E_HOMO: -0.3656 Eh
* E: -1644.68975 Ha
* total charge: +1
* molar mass: 489.4 g mol⁻¹

Entry 8:
ORCA calculation (ωB97M-V/def2-TZVPD) on an isolated molecule of C5H5N.

```
11
Properties=species:S:1:pos:R:3:nbo_charge:R:1
C 0.535 -1.705 2.172 0.42
C -0.969 0.049 2.029 -0.07
C -0.333 -1.032 1.458 -0.61
C 0.028 -0.918 -0.005 0.31
C 0.564 0.425 -0.260 -0.73
N -0.170 -1.957 -0.678 -0.60
H -1.406 -0.184 3.021 0.14
H 1.719 0.469 -0.181 0.25
H 0.173 0.922 -1.218 0.24
H 0.055 1.117 0.429 0.27
H -0.044 -2.011 -1.700 0.37
```

Output
* energy relative to the best compared isomer or geometry (same formula, charge and spin): 790.3 kJ/mol
* E_HOMO (alpha / beta): -0.3311 / -0.3311 Eh
* E: -247.97402 Ha
* molar mass: 79.1 g mol⁻¹